DFT (ωB97M-V/def2-TZVPD) results for a 9-piece molecular cluster, H18O9 overall.

Computed properties:
total charge = +1
⟨S²⟩ = 0.7575
multiplicity = 2
relative energy (zero: lowest compared OMol25 entry of this formula, charge and spin) = 139.88 kJ/mol
DFT total energy = -18708.55707 eV

CARTESIAN COORDINATES (ANGSTROEM)
O (-2.6371, 0.5280, -2.5290)
H (-3.3601, -0.0696, -2.3506)
H (-3.0795, 1.2340, -3.0292)
O (0.3188, 0.4630, -2.7833)
H (-0.4093, 0.4470, -2.1319)
H (0.5058, 1.4124, -2.8073)
O (1.0678, 0.2049, 3.5040)
H (1.4931, 0.7985, 2.8954)
H (0.1726, 0.5774, 3.6060)
O (3.8780, 1.3717, 0.3802)
H (4.3898, 0.5642, 0.3018)
H (3.3752, 1.3262, 1.1883)
O (0.6329, -2.6366, -3.4211)
H (0.7789, -1.8701, -2.8238)
H (-0.3162, -2.6603, -3.6520)
O (-3.4184, 1.4120, 0.4121)
H (-2.8168, 0.7559, 0.0299)
H (-4.2712, 0.9642, 0.3143)
O (2.6343, -2.6725, 1.8201)
H (2.2201, -1.9113, 2.2491)
H (2.1233, -3.4681, 2.0536)
O (-1.6597, 2.5397, 2.6042)
H (-1.7946, 3.4914, 2.5976)
H (-2.4532, 2.3039, 2.1036)
O (0.5046, -1.8289, -0.3178)
H (0.9715, -2.0383, 0.5228)
H (1.1496, -1.2387, -0.7370)



DFT (ωB97M-V/def2-TZVPD) results for a 3-piece molecular cluster, C5H14O2 overall.

Computed properties:
total charge = +1
⟨S²⟩ = 0.7534
multiplicity = 2
relative energy (zero: lowest compared OMol25 entry of this formula, charge and spin) = 161.74 kJ/mol
DFT total energy = -9496.54089 eV

CARTESIAN COORDINATES (ANGSTROEM)
C (-1.2839, 0.5414, 1.5353)
C (0.0277, 0.0685, 1.0708)
C (0.7717, 1.0207, 0.0722)
C (2.0011, 0.6892, -0.4611)
C (0.2911, 2.4639, -0.2379)
H (-1.1823, 1.6255, 1.7458)
H (-2.0522, 0.3728, 0.7886)
H (-1.7527, -0.0139, 2.4072)
H (0.6901, -0.0275, 1.9133)
H (-0.0273, -0.9384, 0.6152)
H (2.6756, 1.4267, -1.0005)
H (2.2954, -0.3984, -0.7319)
H (0.8673, 3.2719, 0.3841)
H (0.4023, 2.6811, -1.3687)
H (-0.7906, 2.4237, -0.1669)
H (0.1426, -5.4635, 0.0618)
H (1.4941, -4.8929, -0.5056)
O (0.5257, -4.7987, -0.5241)
H (-1.7572, 0.7744, -2.0375)
H (-1.7803, -0.7069, -1.4132)
O (-1.5582, -0.1197, -2.1470)



DFT (ωB97M-V/def2-TZVPD) results for C9H12ClN3 in the gas phase.

Computed properties:
relative energy (zero: lowest compared OMol25 entry of this formula, charge and spin) = 71.77 kJ/mol
DFT total energy = -26519.54701 eV
SMILES string = [H]/N=C(/N)NCCc1ccccc1Cl

CARTESIAN COORDINATES (ANGSTROEM)
C (3.2051, 0.0250, -0.3887)
C (1.2051, -0.9417, 0.5924)
C (-0.0579, -0.5547, 1.5605)
C (-1.0434, 0.2583, 0.8067)
C (-1.0109, 1.7013, 0.8728)
C (-1.8706, 2.3831, 0.0433)
C (-2.6070, 1.7426, -0.8928)
C (-2.6950, 0.3434, -0.9554)
C (-1.9692, -0.4100, -0.0220)
H (3.3255, 2.1158, 0.0569)
H (4.7969, 1.5314, -0.4262)
H (3.1311, -1.8184, -0.9215)
H (1.3446, 0.9872, 0.0345)
H (0.7877, -1.3484, -0.3304)
H (1.8558, -1.6466, 0.9988)
H (0.3993, -0.0482, 2.4155)
H (-0.5172, -1.5087, 1.8310)
H (-0.1312, 2.1752, 1.3522)
H (-1.9960, 3.4198, -0.0589)
H (-3.4207, 2.2670, -1.4661)
H (-3.2686, -0.2029, -1.7280)
N (3.8112, 1.3036, -0.3590)
N (3.7849, -0.9704, -0.9117)
N (1.9542, 0.1547, 0.2328)
Cl (-1.8880, -2.1543, -0.2467)



DFT (ωB97M-V/def2-TZVPD) results for C2HFORb as an isolated structure.

Computed properties:
⟨S²⟩ = 0.7588
multiplicity = 2
DFT total energy = -7503.79171 eV

CARTESIAN COORDINATES (ANGSTROEM)
H (0.8210, -1.2941, 0.7973)
O (0.3125, -1.2444, -0.3344)
C (-0.3435, -0.4984, 0.5482)
C (-0.5467, 0.8278, 0.2807)
F (-0.8470, 1.6211, 1.3484)
Rb (0.6037, 0.5880, -2.6402)



DFT (ωB97M-V/def2-TZVPD) results for an isolated ion of composition C3H9N2O and charge +1.

Computed properties:
total charge = +1
relative energy (zero: lowest compared OMol25 entry of this formula, charge and spin) = 51.11 kJ/mol
DFT total energy = -8278.54417 eV
SMILES string = NC(=O)CC[NH3+]

CARTESIAN COORDINATES (ANGSTROEM)
C (-0.6934, -1.1382, 0.2453)
C (0.2549, -0.3749, -0.7005)
C (0.9931, 0.7244, -0.0351)
N (2.1112, 1.2743, -0.6027)
O (0.6845, 1.1003, 1.0995)
N (-1.6952, -0.2174, 0.9188)
H (-0.0359, -1.6367, 1.0695)
H (-1.1314, -1.9812, -0.3641)
H (0.9134, -1.0934, -1.1729)
H (-0.2830, 0.0445, -1.5676)
H (2.2923, 1.1164, -1.6012)
H (2.4474, 2.2052, -0.4105)
H (-2.0630, -0.6226, 1.7814)
H (-2.5223, -0.1490, 0.3047)
H (-1.2727, 0.7485, 1.0354)



DFT (ωB97M-V/def2-TZVPD) results for an isolated ion of composition C2H5N2O and charge +1.

Computed properties:
total charge = +1
relative energy (zero: lowest compared OMol25 entry of this formula, charge and spin) = 106.12 kJ/mol
DFT total energy = -7174.93185 eV
SMILES string = C=NC(=[NH2+])O

CARTESIAN COORDINATES (ANGSTROEM)
C (-0.2464, -1.4681, 1.2263)
C (0.2838, 0.3450, -0.2244)
N (-0.0659, -0.2659, 0.9510)
N (-0.6568, 1.1514, -0.8521)
O (1.4753, 0.1483, -0.6591)
H (-0.2396, -1.8950, 2.2312)
H (-0.3992, -2.2181, 0.4810)
H (-1.4148, 1.5628, -0.2451)
H (-0.4915, 1.8292, -1.6085)
H (1.7551, 0.8104, -1.3003)



> Look up the DFT total energy of the fourth one.

-7503.79171 eV



> Number 3 is which compound?

C9H12ClN3